1 | Formula: C5H11NO3
Source: the Open Molecules 2025 dataset
Level of theory: ωB97M-V/def2-TZVPD

```
20
Properties=species:S:1:pos:R:3:mulliken_charge:R:1
C -1.8006 -2.1446 -0.2921 -1.109
C 1.0414 2.1092 -0.6566 -1.512
C -1.0649 -1.0792 0.5777 -0.713
C 0.0266 -0.2366 -0.2669 0.036
C 0.1311 1.3213 0.2278 -0.027
N 1.3603 -0.7486 0.0479 0.941
O 2.0999 -1.1332 -0.8321 -0.624
O 1.6772 -0.6908 1.2298 -0.599
O 0.4195 1.5428 1.5697 -0.537
H -1.0126 -2.7313 -0.7934 0.332
H -2.4274 -1.7905 -1.1847 0.291
H -2.3622 -2.8909 0.3115 0.337
H 1.9303 1.6188 -0.9332 0.353
H 1.1315 3.0986 -0.2315 0.442
H 0.5896 2.3669 -1.7134 0.324
H -1.6916 -0.3281 1.0124 0.392
H -0.5047 -1.4762 1.3839 0.405
H -0.0991 -0.2053 -1.3493 0.438
H -0.7849 1.8229 0.0799 0.488
H 1.3407 1.5750 1.8128 0.340
```

Calculated values
- 2S+1 = 1
- lowest unoccupied orbital energy (eV) = 0.383
- molar mass (Da) = 133.15
- HOMO energy (eV) = -10.480

2 | Formula: C5H11NO3
Source: the Open Molecules 2025 dataset
Level of theory: ωB97M-V/def2-TZVPD

```
20
Properties=species:S:1:pos:R:3:mulliken_charge:R:1
C -1.3994 0.9305 0.6549 1.249
C 1.6707 0.2758 -1.0260 -0.542
C -1.8352 0.3994 -0.6900 -1.221
C -1.3520 -0.1132 1.7442 -1.185
N 1.1577 0.8257 0.2095 -0.458
C 1.5849 -1.2376 -1.0492 0.566
O -1.2863 2.1232 0.8803 -0.639
O 1.6632 -1.7810 0.1732 -0.459
O 1.4771 -1.9006 -2.0452 -0.567
H 1.0134 1.8453 0.1714 0.253
H 1.6054 -2.7487 0.1088 0.346
H 1.7230 0.5463 1.0024 0.181
H 2.7305 0.5191 -1.2266 0.319
H 1.0867 0.6568 -1.8666 0.340
H -2.8709 0.0708 -0.6282 0.409
H -1.7602 1.1735 -1.4474 0.290
H -1.2244 -0.4537 -0.9711 0.219
H -2.2571 -0.7219 1.7328 0.376
H -1.2293 0.3565 2.7127 0.321
H -0.4977 -0.7663 1.5604 0.201
```

Calculated values
- 2S+1 = 1
- lowest unoccupied orbital energy (eV) = 0.542
- molar mass (Da) = 133.15
- HOMO energy (eV) = -9.390

We find 2 to be the most stable, with the next structure 373.2 kJ/mol higher.

1 | Formula: C4H11NS2
Source: the Open Molecules 2025 dataset
Level of theory: ωB97M-V/def2-TZVPD

```
18
Properties=species:S:1:pos:R:3:mulliken_charge:R:1
S 3.2294 0.0983 0.0319 -0.157
S 1.8684 1.3911 -1.0130 -0.124
C 0.1521 1.9384 -0.4946 -0.613
C -0.9132 1.0221 -1.0857 -0.576
C -1.1831 -0.2122 -0.2096 -0.803
N -0.0233 -0.9741 0.1879 -0.188
C -0.0468 -1.7263 1.4247 -1.094
H 2.2401 -0.7938 0.0578 0.102
H 0.0480 1.9692 0.5892 0.337
H 0.1712 2.9372 -0.9234 0.328
H -1.7793 1.6172 -1.3798 0.346
H -0.6192 0.4839 -1.9971 0.320
H -1.9461 -0.8271 -0.7019 0.250
H -1.4840 0.1500 0.7851 0.445
H 0.4958 -1.3977 -0.5617 0.401
H 0.2790 -1.1141 2.2778 0.275
H -1.0917 -1.9680 1.6536 0.374
H 0.6026 -2.5941 1.3591 0.377
```

Calculated values
- 2S+1 = 1
- lowest unoccupied orbital energy (eV) = 0.245
- molar mass (Da) = 137.27
- HOMO energy (eV) = -8.245

2 | Formula: C4H11NS2
Source: the Open Molecules 2025 dataset
Level of theory: ωB97M-V/def2-TZVPD

```
18
Properties=species:S:1:pos:R:3:mulliken_charge:R:1
S 2.8656 -0.0923 1.0553 -0.210
S 1.5627 0.1734 -0.6283 -0.065
C 0.0975 -0.9921 -0.1207 -0.821
C -0.9554 -0.4010 0.9382 -0.555
N -1.7384 0.6913 0.3157 -0.344
C -2.4620 0.6770 -1.0506 -0.343
C -3.7262 -0.1647 -0.9299 -1.054
H 3.3631 1.1594 1.0839 0.157
H -0.4678 -1.4147 -1.0778 0.294
H 0.5802 -1.7879 0.3738 0.542
H -1.6785 -1.2583 1.0599 0.231
H -0.5066 -0.1852 1.8793 0.411
H -1.1588 1.6115 0.4832 0.246
H -1.6350 0.3680 -1.7229 0.264
H -2.6390 1.6944 -1.4755 0.336
H -4.3406 -0.1541 -1.8372 0.362
H -3.4666 -1.1314 -0.6423 0.285
H -4.4579 0.2470 -0.1885 0.266
```

Calculated values
- 2S+1 = 1
- lowest unoccupied orbital energy (eV) = 0.332
- molar mass (Da) = 137.27
- HOMO energy (eV) = -8.225

We find 1 to be the most stable, with the next structure 31.4 kJ/mol higher.

1 | Formula: N3O4
Source: the Open Molecules 2025 dataset
Level of theory: ωB97M-V/def2-TZVPD

```
7
Properties=species:S:1:pos:R:3:mulliken_charge:R:1
N -1.2128 0.6404 -0.1098 -0.325
N -1.6495 -0.3280 -0.3412 0.918
N 1.2802 0.3448 0.3002 0.971
O -2.2260 -1.2759 -0.6525 -0.625
O 1.0978 -0.8962 0.2661 -0.651
O 1.7328 0.8557 1.3256 -0.679
O 1.0975 1.0423 -0.7232 -0.610
```

Calculated values
- 2S+1 = 1
- lowest unoccupied orbital energy (eV) = 4.161
- molar mass (Da) = 106.02
- HOMO energy (eV) = -4.170
- total charge = -1

2 | Formula: N3O4
Source: the Open Molecules 2025 dataset
Level of theory: ωB97M-V/def2-TZVPD

```
7
Properties=species:S:1:pos:R:3:mulliken_charge:R:1
N 0.1190 0.4269 -0.6007 -0.758
N -0.7904 -0.4679 -0.7240 1.268
N 0.8520 0.5504 0.6812 1.095
O -1.4884 -0.3694 -1.7303 -0.725
O -0.9463 -1.3800 0.0453 -0.681
O 2.0030 0.9140 0.6271 -0.633
O 0.2510 0.3260 1.7014 -0.566
```

Calculated values
- 2S+1 = 1
- lowest unoccupied orbital energy (eV) = 4.651
- molar mass (Da) = 106.02
- HOMO energy (eV) = -5.232
- total charge = -1

We find 1 to be the most stable, with the next structure 101.6 kJ/mol higher.

1 | Formula: C13H15N3O3
Source: the Open Molecules 2025 dataset
Level of theory: ωB97M-V/def2-TZVPD

```
34
Properties=species:S:1:pos:R:3:mulliken_charge:R:1
C -1.9205 2.5407 -0.1407 -0.947
C -1.5955 1.1437 0.4695 0.484
C -1.5364 -1.2436 -0.3601 0.060
C -3.0206 -1.6203 0.2517 0.243
C -0.5085 -1.7729 0.7398 -0.896
C 0.8891 -1.5769 0.3148 0.509
C 1.6072 -2.6278 -0.1146 -0.710
C 1.7397 -0.3230 0.2819 0.634
C 2.9787 -0.8466 -0.2156 -0.305
C 1.5846 1.0167 0.7772 -0.141
C 4.0508 -0.0448 -0.2107 -0.830
C 2.6043 1.8932 0.5871 -1.049
C 3.7794 1.3258 0.0146 -0.242
H -3.0300 3.4098 -1.1701 0.256
H -3.7595 2.2529 -0.7377 0.231
H -0.9725 2.8783 -0.5413 0.342
H -1.9739 3.1581 0.7713 0.401
H -0.9587 0.4509 -1.4427 0.353
H -1.4271 -1.7470 -1.4433 0.376
H -0.6689 -2.8295 0.9563 0.606
H -0.5472 -1.2083 1.7131 0.307
H 1.0921 -3.5380 -0.4860 0.360
H 3.6362 -2.5846 -0.8424 0.218
H 0.5824 1.1900 1.2130 0.628
H 4.9762 -0.2611 -0.6704 0.327
H 2.4739 2.9552 0.7833 0.409
H 4.6087 2.0288 -0.2940 0.282
H -4.7934 -1.9421 -0.5829 0.366
N -2.8769 2.4605 -1.1325 -0.527
N -1.5779 0.2100 -0.6208 -0.074
N 2.9467 -2.1982 -0.3177 -0.132
O -1.4143 0.9844 1.6824 -0.593
O -3.1227 -1.4783 1.4517 -0.489
O -3.8453 -2.0558 -0.6838 -0.456
```

Calculated values
- 2S+1 = 1
- lowest unoccupied orbital energy (eV) = 0.504
- molar mass (Da) = 261.28
- HOMO energy (eV) = -7.790

2 | Formula: C13H15N3O3
Source: the Open Molecules 2025 dataset
Level of theory: ωB97M-V/def2-TZVPD

```
34
Properties=species:S:1:pos:R:3:mulliken_charge:R:1
C -0.3927 -2.0895 0.7588 0.778
C 1.1780 -2.0304 0.5415 -0.190
C -0.7593 -1.0749 1.8833 -0.929
C -0.3142 0.3509 1.6256 -0.320
C 1.0374 0.6627 1.7552 -0.685
C -0.7811 1.3200 0.6474 1.660
C 0.1976 2.3098 0.3940 -0.969
C -2.0356 1.5252 -0.0252 0.039
C 0.2118 3.5060 -0.4133 -1.227
C -2.1856 2.7573 -0.7462 -0.820
C -1.1245 3.6867 -0.9820 -0.315
C 1.1797 -1.7342 -2.1019 -0.586
C 0.3284 -0.5009 -2.1313 0.664
H -0.1002 -3.8272 1.8781 0.296
H -0.4807 -4.1521 0.5203 0.257
H -1.0892 -1.9357 -0.0784 0.399
H -0.2653 -1.5109 2.8464 0.272
H -1.9392 -1.2500 2.0798 0.257
H 1.6342 -0.0596 2.2066 0.692
H 2.2287 2.1155 0.9808 0.287
H -2.9238 0.9264 0.1704 0.444
H 0.8774 4.3050 -0.4166 0.513
H -3.1150 2.9446 -1.2315 0.387
H -1.2155 4.6016 -1.6330 0.317
H 2.7199 -2.0788 -0.6201 0.252
H 1.9150 -1.5998 -2.9430 0.389
H 0.4214 -2.5793 -2.3139 0.272
H 0.4306 1.1926 -1.5471 0.378
N -0.7566 -3.4966 1.2039 -0.856
N 1.2443 1.8183 1.1115 0.129
N 1.7100 -1.9457 -0.7284 -0.063
O 1.8845 -2.2258 1.5715 -0.680
O -0.8090 -0.4638 -2.4990 -0.565
O 1.0883 0.5327 -1.7639 -0.476
```

Calculated values
- 2S+1 = 1
- lowest unoccupied orbital energy (eV) = 0.554
- molar mass (Da) = 261.28
- HOMO energy (eV) = -7.949

We find 2 to be the most stable, with the next structure 96.3 kJ/mol higher.

1 | Formula: C4H4IN
Source: the Open Molecules 2025 dataset
Level of theory: ωB97M-V/def2-TZVPD

```
10
Properties=species:S:1:pos:R:3:mulliken_charge:R:1
C -0.0803 0.0743 -0.7292 -0.040
C 0.0758 -1.3449 -0.3441 -0.477
C -1.4527 1.7659 0.2638 -0.237
C 0.8239 -0.2535 0.3839 -0.453
N -0.9884 0.9070 -0.4010 0.041
I 2.9446 -0.1028 0.1373 -0.010
H -0.7277 -1.8516 0.1783 0.247
H 0.6245 -1.9767 -1.0257 0.235
H -1.7624 2.7768 0.1407 0.268
H 0.5428 0.0055 1.3960 0.427
```

Calculated values
- 2S+1 = 1
- lowest unoccupied orbital energy (spin up / spin down) (eV) = 0.390 / 0.390
- molar mass (Da) = 192.99
- HOMO energy (spin up / spin down) (eV) = -8.191 / -8.191

2 | Formula: C4H4IN
Source: the Open Molecules 2025 dataset
Level of theory: ωB97M-V/def2-TZVPD

```
10
Properties=species:S:1:pos:R:3:mulliken_charge:R:1
C 0.8845 -1.6646 -0.0030 0.306
C -0.5829 0.5409 -0.6952 -0.289
C -1.0188 0.8004 0.7506 -0.751
C 0.7115 -0.3461 -0.3773 -0.286
N 1.0907 -2.7814 0.2160 -0.416
I 2.4399 0.6397 0.1505 0.148
H -1.2646 -0.0286 -1.2840 0.303
H -0.2751 1.4882 -1.2149 0.267
H -0.3038 1.3748 1.2507 0.420
H -1.6815 -0.0233 1.2066 0.297
```

Calculated values
- 2S+1 = 1
- lowest unoccupied orbital energy (spin up / spin down) (eV) = -0.485 / -1.332
- molar mass (Da) = 192.99
- HOMO energy (spin up / spin down) (eV) = -8.697 / -9.025

We find 2 to be the most stable, with the next structure 71.4 kJ/mol higher.

1 | Formula: C4H8N2O2S
Source: the Open Molecules 2025 dataset
Level of theory: ωB97M-V/def2-TZVPD

```
17
Properties=species:S:1:pos:R:3:mulliken_charge:R:1
C -1.1834 -1.9567 0.0958 0.446
C -0.5435 -2.9223 -0.7489 -0.969
C 1.5230 2.3715 0.4467 -1.235
C 1.0934 0.9121 0.2893 -0.143
N -1.6047 -1.1476 0.7982 0.500
N -0.0799 0.7638 -0.5236 -0.309
O -2.3610 1.1726 -1.2060 -0.500
O -2.0329 -0.2138 1.4224 -0.713
S -1.3853 1.4971 -0.1896 0.510
H 0.4771 -2.5916 -0.9404 0.246
H -1.0781 -2.9858 -1.6963 0.268
H -0.5251 -3.9059 -0.2814 0.316
H 2.4632 2.4415 0.9889 0.370
H 1.6549 2.8229 -0.5318 0.320
H 0.7614 2.9238 0.9954 0.354
H 1.8955 0.3480 -0.1998 0.292
H 0.9253 0.4705 1.2812 0.247
```

Calculated values
- 2S+1 = 1
- lowest unoccupied orbital energy (eV) = 0.325
- molar mass (Da) = 148.19
- HOMO energy (eV) = -9.629

2 | Formula: C4H8N2O2S
Source: the Open Molecules 2025 dataset
Level of theory: ωB97M-V/def2-TZVPD

```
17
Properties=species:S:1:pos:R:3:mulliken_charge:R:1
C -1.1947 -0.1737 -0.0307 0.676
C -0.0286 0.4257 0.0581 0.016
C -2.2741 0.3116 -1.0362 -1.108
C -1.3844 -1.3707 0.8122 -1.212
N 3.6019 -1.2633 -0.2226 -0.334
N 0.9195 1.2282 -0.0233 0.558
O 1.9728 1.1569 -0.6637 -0.665
O 0.9339 2.4332 0.9578 -0.444
S 4.8953 -0.5172 0.0969 0.008
H -2.3656 -0.1095 -2.0465 0.290
H -3.3387 0.1632 -0.6534 0.324
H -2.1192 1.4217 -1.1576 0.303
H -0.4034 -2.0089 0.7941 0.291
H -1.6156 -1.2522 1.8750 0.303
H -2.3061 -2.0573 0.5827 0.325
H 1.8665 2.4055 1.2342 0.341
H 2.8404 -0.7934 -0.5770 0.327
```

Calculated values
- 2S+1 = 1
- lowest unoccupied orbital energy (spin up / spin down) (eV) = -0.655 / -0.657
- molar mass (Da) = 148.19
- HOMO energy (spin up / spin down) (eV) = -8.077 / -8.073

3 | Formula: C4H8N2O2S
Source: the Open Molecules 2025 dataset
Level of theory: ωB97M-V/def2-TZVPD

```
17
Properties=species:S:1:pos:R:3:mulliken_charge:R:1
C 0.5826 -1.5174 0.3838 -0.357
C -0.8166 -1.3903 -0.0577 0.134
C -2.8132 -0.2654 -0.8373 -0.662
C 3.5350 1.6664 0.1723 -0.768
N -1.4409 -0.2786 -0.3613 -0.375
N 1.5298 -0.9253 -0.2207 -0.456
O 2.8261 -0.9013 0.2687 -0.102
O 5.1830 -0.4871 -0.0350 -0.530
S 3.9404 0.0596 -0.5363 0.626
H 0.7805 -2.0713 1.2843 0.460
H -1.1970 -2.3913 -0.0810 0.316
H -2.8276 0.3571 -1.6678 0.288
H -3.2270 -1.3235 -0.7499 0.277
H -3.3416 0.2472 -0.0475 0.270
H 4.1991 2.0038 0.9456 0.321
H 2.6198 1.5109 0.6585 0.279
H 3.6781 2.3843 -0.6715 0.278
```

Calculated values
- 2S+1 = 1
- lowest unoccupied orbital energy (eV) = 0.370
- molar mass (Da) = 148.19
- HOMO energy (eV) = -9.322

We find 1 to be the most stable, with the next structure 69.2 kJ/mol higher.

1 | Formula: C5H5Cl2N
Source: the Open Molecules 2025 dataset
Level of theory: ωB97M-V/def2-TZVPD

```
13
Properties=species:S:1:pos:R:3:mulliken_charge:R:1
C 0.0532 1.0329 0.6822 -0.508
C 1.1857 0.5697 1.3335 -0.286
C -0.4114 0.0763 -0.2354 0.677
C 1.4819 -0.6816 0.9527 -0.038
C -1.5418 0.3265 -1.1132 -1.312
N 0.3941 -1.0556 -0.1741 -0.170
Cl 2.6131 -1.9268 1.1311 -0.180
Cl 0.5575 -2.3105 -1.3942 -0.025
H -0.6029 1.8438 0.9817 0.344
H 1.8738 1.0625 1.9233 0.469
H -1.9312 -0.5788 -1.3272 0.441
H -2.3750 0.8930 -0.6490 0.327
H -1.2970 0.7485 -2.1113 0.261
```

Calculated values
- 2S+1 = 1
- lowest unoccupied orbital energy (eV) = 0.220
- molar mass (Da) = 150.01
- HOMO energy (eV) = -8.063

2 | Formula: C5H5Cl2N
Source: the Open Molecules 2025 dataset
Level of theory: ωB97M-V/def2-TZVPD

```
13
Properties=species:S:1:pos:R:3:mulliken_charge:R:1
C 1.4185 -0.2883 -0.4049 -0.370
C 0.2573 -1.0862 -0.8825 -0.082
C 1.3147 0.8877 0.2088 0.004
C -1.1176 -0.9262 -0.7588 -0.783
C -0.8027 1.1092 1.1874 0.356
N 0.2184 1.5074 0.6203 -0.402
Cl -0.8727 -0.2748 2.3273 -0.094
Cl -2.1359 2.1437 1.2338 -0.110
H 2.4453 -0.8132 -0.6874 0.202
H 0.5309 -1.8276 -1.5384 0.358
H 2.2184 1.4823 0.4056 0.319
H -1.7327 -1.7552 -1.2391 0.187
H -1.7420 -0.1588 -0.4721 0.414
```

Calculated values
- 2S+1 = 1
- lowest unoccupied orbital energy (eV) = -0.095
- molar mass (Da) = 150.01
- HOMO energy (eV) = -8.435

3 | Formula: C5H5Cl2N
Source: the Open Molecules 2025 dataset
Level of theory: ωB97M-V/def2-TZVPD

```
13
Properties=species:S:1:pos:R:3:mulliken_charge:R:1
C 0.1226 2.4285 0.3862 0.140
C -1.0143 -0.7140 -0.5624 -0.449
C -0.7575 0.0398 0.6748 -0.559
C -0.5597 0.5708 -1.3647 -0.018
C -0.4175 1.1295 0.0321 0.271
N 0.4806 3.5107 0.6519 -0.447
Cl 0.9573 0.5239 -2.2351 -0.182
Cl 3.6483 0.0826 0.9588 -0.225
H -0.2084 -1.4702 -0.5992 0.196
H -2.0216 -1.2674 -0.7571 0.263
H -0.6854 -0.1225 1.7088 0.449
H 3.4850 0.6851 2.0140 0.223
H -1.3887 0.9358 -1.9726 0.339
```

Calculated values
- 2S+1 = 1
- lowest unoccupied orbital energy (eV) = 0.428
- molar mass (Da) = 150.01
- HOMO energy (eV) = -10.300

We find 3 to be the most stable, with the next structure 58.5 kJ/mol higher.

1 | Formula: C2H9N3
Source: the Open Molecules 2025 dataset
Level of theory: ωB97M-V/def2-TZVPD

```
14
Properties=species:S:1:pos:R:3:mulliken_charge:R:1
C 0.4630 -0.9442 2.0935 -0.226
N 1.5844 -0.5095 2.4738 -0.526
H 0.0859 -1.9536 2.2508 0.275
H -0.2688 -0.3073 1.5971 0.181
H 1.7475 0.4168 2.0944 0.264
N -1.4764 1.3474 -1.4073 -0.599
C -0.2544 0.6405 -1.7281 -0.412
N -0.0997 -0.6226 -0.9939 -0.547
H -2.2513 0.7164 -1.4389 0.216
H -1.4512 1.7369 -0.4767 0.244
H -0.2391 0.4811 -2.8066 0.312
H 0.5714 1.3066 -1.4798 0.352
H -0.4357 -1.4106 -1.5410 0.217
H 0.8671 -0.8945 -0.8784 0.250
```

Calculated values
- 2S+1 = 1
- lowest unoccupied orbital energy (eV) = 0.902
- molar mass (Da) = 75.11
- HOMO energy (eV) = -9.627

2 | Formula: C2H9N3
Source: the Open Molecules 2025 dataset
Level of theory: ωB97M-V/def2-TZVPD

```
14
Properties=species:S:1:pos:R:3:mulliken_charge:R:1
C 1.6754 -1.1809 -1.7191 -0.680
N 0.2653 -1.5031 -1.8446 -0.483
H 1.9090 -0.3209 -2.3414 0.297
H 1.9139 -0.8710 -0.7007 0.211
H 2.3437 -1.9802 -2.0596 0.262
H 0.0775 -2.4215 -1.4702 0.194
H -0.1218 -1.3585 -2.7621 0.205
N -0.2526 1.9427 1.8189 -0.473
C -1.3131 1.0869 1.6773 0.170
N -2.5123 1.4413 1.8791 -0.675
H 0.6003 1.5502 2.1794 0.222
H -0.4603 2.8667 2.1661 0.251
H -0.9692 0.0625 1.5088 0.253
H -3.1556 0.6858 1.6681 0.246
```

Calculated values
- 2S+1 = 1
- lowest unoccupied orbital energy (eV) = 0.956
- molar mass (Da) = 75.11
- HOMO energy (eV) = -9.173

We find 2 to be the most stable, with the next structure 64.6 kJ/mol higher.